(1)
{"formula": "C47H65N4O2", "method": "ωB97M-V/def2-TZVPD", "species": ["C", "C", "C", "C", "C", "C", "C", "C", "C", "C", "C", "C", "N", "N", "N", "C", "C", "C", "C", "C", "C", "C", "C", "C", "C", "C", "C", "C", "C", "C", "C", "H", "H", "H", "H", "H", "H", "H", "H", "H", "H", "H", "H", "H", "H", "H", "H", "H", "H", "H", "H", "H", "H", "H", "H", "H", "H", "H", "H", "H", "H", "H", "H", "H", "H", "H", "H", "H", "H", "H", "C", "O", "C", "C", "C", "C", "C", "C", "C", "N", "C", "C", "C", "C", "C", "C", "C", "C", "C", "O", "C", "C", "H", "H", "H", "H", "H", "H", "H", "H", "H", "H", "H", "H", "H", "H", "H", "H", "H", "H", "H", "H", "H", "H", "H", "H", "H", "H"], "xyz": [[2.010, 3.372, 1.376], [1.474, 3.423, -0.050], [2.179, 4.504, -0.869], [-0.049, 3.593, -0.091], [-0.649, 4.742, 0.419], [-2.016, 4.960, 0.251], [-2.775, 4.091, -0.536], [-2.191, 2.962, -1.103], [-2.945, 2.053, -2.069], [-3.960, 2.759, -2.965], [-3.599, 0.913, -1.320], [-0.874, 2.657, -0.723], [-0.294, 1.413, -1.177], [0.002, 1.306, -2.486], [0.917, 0.324, -2.558], [1.668, 0.173, -3.786], [3.053, 0.448, -3.831], [3.833, 1.142, -2.709], [4.309, 2.531, -3.161], [5.032, 0.295, -2.289], [3.732, 0.210, -5.022], [3.046, -0.201, -6.164], [1.657, -0.329, -6.136], [0.952, -0.074, -4.966], [-0.572, -0.136, -4.997], [-1.014, -1.585, -4.872], [-1.147, 0.555, -6.235], [1.041, -0.334, -1.351], [1.685, -1.653, -1.351], [0.309, 0.380, -0.454], [0.135, 0.277, 1.061], [1.543, 2.571, 1.960], [3.091, 3.185, 1.364], [1.815, 4.324, 1.886], [1.714, 2.465, -0.528], [1.797, 4.527, -1.899], [2.025, 5.492, -0.414], [3.254, 4.288, -0.909], [-0.028, 5.461, 0.956], [-2.491, 5.832, 0.700], [-3.832, 4.296, -0.708], [-2.164, 1.626, -2.713], [-3.481, 3.573, -3.518], [-4.369, 2.045, -3.692], [-4.793, 3.156, -2.370], [-2.824, 0.350, -0.792], [-4.316, 1.290, -0.573], [-4.126, 0.205, -1.976], [3.170, 1.276, -1.843], [3.476, 3.132, -3.549], [4.762, 3.078, -2.324], [5.062, 2.448, -3.957], [4.714, -0.715, -2.006], [5.745, 0.207, -3.119], [5.549, 0.751, -1.436], [4.806, 0.413, -5.048], [3.592, -0.393, -7.086], [1.093, -0.606, -7.033], [-0.956, 0.425, -4.140], [-0.551, -2.047, -3.989], [-2.104, -1.651, -4.774], [-0.687, -2.142, -5.761], [-0.766, 1.581, -6.299], [-0.874, 0.019, -7.151], [-2.239, 0.596, -6.157], [1.459, -2.148, -0.403], [1.254, -2.263, -2.167], [2.781, -1.614, -1.464], [1.058, -0.216, 1.445], [0.207, 1.325, 1.402], [-5.827, -4.291, -0.349], [-4.503, -4.029, -0.921], [-3.738, -3.040, -0.366], [-2.341, -3.126, -0.544], [-1.498, -2.250, 0.122], [-2.009, -1.192, 0.868], [-1.047, -0.264, 1.684], [-0.837, -0.933, 3.037], [-0.081, -0.377, 4.165], [0.911, -1.358, 4.857], [1.483, -2.397, 3.902], [2.501, -3.285, 4.619], [2.664, -2.842, 6.071], [3.105, -1.376, 6.074], [2.030, -0.507, 5.443], [1.302, -2.926, 6.770], [0.255, -2.091, 6.031], [-1.669, -2.097, 3.404], [-2.915, -1.826, 4.202], [-1.358, -3.256, 3.083], [-3.400, -1.110, 1.036], [-4.271, -1.983, 0.405], [-6.179, -5.174, -0.892], [-5.742, -4.511, 0.727], [-6.514, -3.446, -0.519], [-1.933, -3.925, -1.161], [-0.424, -2.419, 0.144], [-1.677, 0.612, 1.965], [0.521, 0.489, 3.829], [-0.757, -0.039, 4.980], [0.645, -3.003, 3.545], [1.920, -1.860, 3.047], [2.168, -4.329, 4.581], [3.452, -3.232, 4.077], [3.398, -3.472, 6.581], [3.271, -1.045, 7.104], [4.045, -1.248, 5.526], [2.419, 0.125, 4.633], [1.534, 0.137, 6.179], [0.961, -3.966, 6.828], [1.386, -2.561, 7.802], [-0.180, -1.321, 6.681], [-0.561, -2.700, 5.621], [-3.195, -0.779, 4.082], [-3.744, -2.448, 3.847], [-2.708, -2.013, 5.264], [-3.828, -0.343, 1.684], [-5.353, -1.881, 0.504]], "charge": 1, "molar_mass_g_mol": 718.1, "orbital_gap_ev": 4.82, "homo_ev": -7.58}

(2)
{"formula": "C47H68BF4O22S5", "method": "ωB97M-V/def2-TZVPD", "species": ["O", "C", "O", "B", "O", "C", "O", "O", "C", "O", "C", "O", "O", "F", "C", "C", "C", "C", "C", "C", "H", "H", "H", "H", "H", "F", "C", "C", "C", "C", "C", "C", "H", "H", "H", "H", "H", "F", "C", "C", "C", "C", "C", "C", "H", "H", "H", "H", "H", "F", "C", "C", "C", "C", "C", "C", "H", "H", "H", "H", "H", "C", "S", "O", "C", "H", "H", "H", "H", "H", "H", "C", "S", "O", "C", "H", "H", "H", "H", "H", "H", "C", "S", "O", "C", "H", "H", "H", "H", "H", "H", "C", "S", "O", "C", "H", "H", "H", "H", "H", "H", "C", "S", "O", "C", "H", "H", "H", "H", "H", "H", "C", "O", "C", "O", "O", "C", "H", "H", "H", "H", "H", "H", "C", "O", "C", "O", "O", "C", "H", "H", "H", "H", "H", "H", "C", "O", "C", "O", "O", "C", "H", "H", "H", "H", "H", "H"], "xyz": [[-10.673, 0.498, 14.449], [-11.583, 0.259, 15.141], [-11.766, -0.871, 15.797], [-12.941, -0.789, 16.659], [-13.557, 0.505, 16.365], [-12.854, 1.124, 15.455], [-13.121, 2.205, 15.059], [-12.616, -0.953, 18.080], [-13.097, -2.099, 18.514], [-13.006, -2.533, 19.604], [-14.109, -2.583, 17.438], [-13.906, -1.853, 16.361], [-14.874, -3.487, 17.526], [-16.613, 3.880, 16.192], [-16.965, 2.618, 15.920], [-18.254, 2.258, 16.264], [-18.691, 0.959, 16.056], [-17.734, 0.013, 15.721], [-16.409, 0.364, 15.555], [-15.993, 1.699, 15.642], [-18.887, 3.075, 16.598], [-19.726, 0.649, 16.054], [-18.027, -1.013, 15.523], [-15.647, -0.369, 15.305], [-14.951, 1.989, 15.582], [-12.846, 8.999, 15.639], [-13.119, 7.904, 14.894], [-13.904, 8.031, 13.765], [-14.172, 6.919, 12.996], [-13.732, 5.672, 13.418], [-12.908, 5.584, 14.514], [-12.509, 6.717, 15.194], [-14.214, 9.027, 13.463], [-14.719, 7.055, 12.072], [-13.933, 4.775, 12.847], [-12.478, 4.643, 14.824], [-11.864, 6.695, 16.064], [-14.473, 1.912, 23.773], [-14.037, 0.654, 24.049], [-13.833, 0.337, 25.373], [-13.403, -0.960, 25.642], [-13.038, -1.790, 24.604], [-13.210, -1.426, 23.267], [-13.706, -0.155, 22.992], [-14.063, 1.015, 26.180], [-13.219, -1.302, 26.651], [-12.734, -2.793, 24.885], [-12.897, -2.157, 22.531], [-13.862, 0.162, 21.968], [-12.053, 4.745, 19.352], [-11.008, 4.304, 18.647], [-11.210, 3.758, 17.412], [-10.166, 3.221, 16.680], [-8.920, 3.128, 17.298], [-8.731, 3.644, 18.560], [-9.795, 4.162, 19.290], [-12.112, 3.845, 16.815], [-10.379, 2.948, 15.655], [-8.110, 2.669, 16.739], [-7.784, 3.555, 19.077], [-9.683, 4.514, 20.305], [-10.211, -5.238, 16.349], [-8.540, -5.048, 16.976], [-7.887, -6.374, 16.998], [-7.879, -4.151, 15.550], [-10.323, -6.010, 15.590], [-10.580, -4.304, 15.929], [-10.898, -5.472, 17.168], [-7.772, -4.919, 14.787], [-6.897, -3.797, 15.871], [-8.456, -3.263, 15.339], [-10.570, -0.767, 20.628], [-9.203, -1.945, 20.694], [-8.953, -2.165, 22.139], [-10.038, -3.452, 20.146], [-11.463, -1.199, 21.060], [-10.782, -0.395, 19.627], [-10.257, 0.094, 21.221], [-10.856, -3.738, 20.795], [-9.221, -4.176, 20.132], [-10.423, -3.461, 19.123], [-13.934, -6.032, 12.221], [-14.238, -6.524, 13.919], [-13.751, -7.895, 14.164], [-13.102, -5.384, 14.704], [-14.458, -5.079, 12.062], [-14.488, -6.643, 11.506], [-12.880, -5.954, 11.966], [-13.223, -4.341, 14.439], [-12.118, -5.827, 14.541], [-13.238, -5.526, 15.779], [-16.329, -3.128, 21.755], [-15.508, -4.596, 21.072], [-15.398, -5.565, 22.196], [-16.848, -5.132, 19.998], [-15.669, -2.384, 22.179], [-16.910, -3.613, 22.547], [-17.046, -2.744, 21.032], [-16.744, -4.474, 19.129], [-17.849, -5.038, 20.413], [-16.617, -6.146, 19.687], [-17.276, -4.512, 15.767], [-18.323, -3.854, 14.464], [-19.228, -2.852, 15.084], [-17.103, -3.022, 13.446], [-16.423, -5.060, 15.353], [-17.866, -5.204, 16.361], [-16.980, -3.640, 16.345], [-16.270, -3.633, 13.102], [-16.710, -2.082, 13.844], [-17.675, -2.704, 12.569], [-5.928, -2.587, 11.145], [-7.224, -2.188, 11.539], [-7.720, -1.162, 10.894], [-7.209, -0.586, 10.017], [-8.913, -0.927, 11.353], [-9.503, 0.328, 11.036], [-5.790, -3.560, 11.608], [-5.194, -1.899, 11.555], [-5.849, -2.675, 10.067], [-10.021, 0.351, 10.075], [-8.733, 1.091, 10.993], [-10.218, 0.552, 11.821], [-12.260, -5.696, 21.898], [-11.308, -5.296, 22.893], [-10.366, -6.127, 23.341], [-10.169, -7.263, 22.974], [-9.686, -5.476, 24.266], [-8.681, -6.214, 24.988], [-13.054, -6.300, 22.333], [-11.853, -6.071, 20.956], [-12.774, -4.781, 21.581], [-9.107, -6.964, 25.658], [-8.151, -5.457, 25.565], [-7.954, -6.671, 24.311], [-5.327, 4.245, 10.227], [-6.538, 4.167, 10.936], [-6.709, 3.040, 11.615], [-5.939, 2.144, 11.667], [-7.880, 3.112, 12.258], [-8.078, 2.162, 13.247], [-4.498, 3.860, 10.818], [-5.135, 5.291, 10.017], [-5.413, 3.670, 9.308], [-7.607, 2.420, 14.203], [-7.829, 1.158, 12.945], [-9.112, 2.205, 13.589]], "charge": -1, "molar_mass_g_mol": 1232.2, "orbital_gap_ev": 8.51, "homo_ev": -6.82}